A molecular structure, C5H14ClO3Y. Source: the Open Molecules 2025 dataset; level of theory: ωB97M-V/def2-TZVPD.

Results
Energy relative to the best compared isomer or geometry (same formula, charge and spin)   2.082 eV
2S+1   1
Charge   +2
LUMO level   -12.6724 eV

```
24
Properties=species:S:1:pos:R:3:nbo_charge:R:1
Y -3.464 -14.212 -16.404 2.394
Cl -4.697 -12.436 -15.032 -0.511
C -9.858 -10.924 -13.381 -0.625
C -8.757 -11.681 -14.075 0.100
C -8.878 -11.612 -15.601 -0.629
O -7.513 -11.103 -13.664 -0.688
H -10.814 -11.333 -13.719 0.223
H -9.809 -9.874 -13.655 0.227
H -9.828 -11.114 -12.311 0.233
H -8.736 -12.737 -13.758 0.153
H -9.109 -10.573 -15.852 0.228
H -9.701 -12.225 -15.961 0.229
H -7.940 -11.832 -16.120 0.164
H -6.798 -11.530 -14.142 0.423
C -2.322 -10.910 -11.908 -0.098
C -2.136 -9.584 -12.599 -0.091
O -2.716 -8.502 -11.920 -0.656
O -3.665 -11.409 -12.004 -0.702
H -2.122 -10.807 -10.844 0.216
H -1.648 -11.642 -12.378 0.148
H -2.513 -9.544 -13.638 0.154
H -1.058 -9.397 -12.709 0.195
H -3.257 -8.824 -11.189 0.483
H -3.870 -11.579 -12.926 0.430
```